Entry from the Open Molecules 2025 dataset: a single C22H25N3O5S2 molecule (ωB97M-V/def2-TZVPD).

Computed properties:
Multiplicity: 1
Energy relative to the best compared isomer or geometry (same formula, charge and spin), kcal per mole: 35.2
Kohn-Sham gap, eV: 8.5
Structure (SMILES): COc1ccc(OC)c(CCNC(=O)c2ccc(NC3=N[C@@H]4CS(=O)(=O)C[C@@H]4S3)cc2)c1
E_LUMO, eV: 0.4
Max |F|, eV Å⁻¹: 1.3

Structure (XYZ):
```
57
C22H25N3O5S2 (ωB97M-V/def2-TZVPD)
C 5.29 4.16 6.64
O 4.42 4.86 5.78
C 4.16 4.35 4.55
C 3.30 5.09 3.75
C 2.97 4.65 2.48
C 3.48 3.45 1.99
O 3.17 2.94 0.75
C 2.53 3.78 -0.18
C 4.36 2.70 2.78
C 4.93 1.41 2.29
C 4.14 0.20 2.81
N 2.83 0.13 2.20
C 2.45 -0.93 1.45
O 3.10 -1.95 1.36
C 1.13 -0.77 0.77
C 0.65 0.46 0.33
C -0.57 0.55 -0.31
C -1.34 -0.60 -0.52
N -2.58 -0.44 -1.14
C -3.43 -1.39 -1.55
N -3.33 -2.64 -1.40
C -4.35 -3.43 -2.01
C -3.70 -4.33 -3.05
S -3.75 -3.29 -4.53
O -2.85 -2.18 -4.41
O -3.69 -4.07 -5.73
C -5.46 -2.75 -4.20
C -5.43 -2.51 -2.70
S -4.93 -0.80 -2.34
C -0.86 -1.83 -0.09
C 0.36 -1.91 0.53
C 4.68 3.16 4.05
H 5.36 4.75 7.55
H 6.29 4.06 6.20
H 4.90 3.16 6.88
H 2.90 6.02 4.13
H 2.30 5.25 1.88
H 2.51 3.22 -1.11
H 3.09 4.71 -0.33
H 1.51 4.01 0.12
H 4.92 1.39 1.20
H 5.96 1.31 2.64
H 4.03 0.27 3.90
H 4.65 -0.73 2.57
H 2.28 0.96 2.22
H 1.24 1.35 0.45
H -0.93 1.51 -0.65
H -2.82 0.50 -1.40
H -4.82 -4.04 -1.22
H -4.28 -5.23 -3.28
H -2.68 -4.58 -2.78
H -6.10 -3.57 -4.49
H -5.70 -1.85 -4.76
H -6.42 -2.66 -2.25
H -1.45 -2.71 -0.27
H 0.76 -2.86 0.86
H 5.36 2.56 4.64
```

natural (NBO) atomic charge list, values in e, 4 entries: -0.2515 -0.4925 0.2844 -0.2313


Entry from the Open Molecules 2025 dataset: a single C22H25N3O6S molecule (ωB97M-V/def2-TZVPD).

Computed properties:
Multiplicity: 1
Energy relative to the best compared isomer or geometry (same formula, charge and spin), kcal per mole: 83.8
Kohn-Sham gap, eV: 9.0
Structure (SMILES): CCOc1ccccc1NC(=O)CN(c1ccc(OC)cc1)S(=O)(=O)c1c(C)noc1C
E_LUMO, eV: 0.6
Max |F|, eV Å⁻¹: 1.4

Structure (XYZ):
```
57
C22H25N3O6S (ωB97M-V/def2-TZVPD)
C 1.79 -5.13 -0.75
C 0.88 -4.33 0.18
O 0.48 -3.09 -0.38
C -0.31 -3.10 -1.51
C -1.16 -4.13 -1.88
C -1.93 -4.03 -3.02
C -1.87 -2.89 -3.81
C -1.03 -1.85 -3.45
C -0.25 -1.94 -2.31
N 0.62 -0.93 -1.90
C 0.92 0.24 -2.50
O 0.49 0.62 -3.57
C 1.87 1.09 -1.65
N 1.35 1.17 -0.29
C 0.20 1.98 -0.11
C -1.00 1.37 0.25
C -2.13 2.13 0.48
C -2.08 3.51 0.37
O -3.12 4.35 0.58
C -4.37 3.80 0.94
C -0.88 4.12 0.01
C 0.25 3.37 -0.23
S 2.52 1.41 0.89
O 3.07 2.73 0.87
O 3.43 0.30 0.77
C 1.52 1.20 2.32
C 0.95 2.17 3.20
C 1.09 3.64 3.13
N 0.24 1.56 4.12
O 0.31 0.22 3.89
C 1.08 0.00 2.82
C 1.32 -1.39 2.35
H 1.27 -5.39 -1.67
H 2.11 -6.04 -0.25
H 2.66 -4.53 -1.01
H 1.42 -4.05 1.08
H 0.00 -4.92 0.47
H -1.22 -5.03 -1.28
H -2.59 -4.85 -3.29
H -2.47 -2.82 -4.70
H -0.97 -0.96 -4.06
H 1.08 -1.11 -1.01
H 1.98 2.07 -2.12
H 2.85 0.61 -1.58
H -1.04 0.30 0.34
H -3.04 1.63 0.76
H -5.04 4.65 1.05
H -4.76 3.14 0.16
H -4.31 3.26 1.89
H -0.85 5.20 -0.08
H 1.19 3.84 -0.48
H 0.24 4.06 2.59
H 1.11 4.06 4.13
H 2.00 3.89 2.59
H 0.54 -1.70 1.66
H 2.28 -1.41 1.83
H 1.33 -2.07 3.20
```

natural (NBO) atomic charge list, values in e, 4 entries: -0.6425 -0.0583 -0.5436 0.3364


Question: Which of these has the highest E_LUMO?
Answer: C22H25N3O6S


Question: Which of these has the highest E_LUMO?
Answer: C22H25N3O6S